The following is a quantum chemistry calculation of a molecular structure, C31H50BrN3OP2W in a non-equilibrium geometry, from the Open Molecules 2025 dataset.

Geometry as XYZ:
```
89
Properties=species:S:1:pos:R:3:forces:R:3
C -0.444 3.948 -3.487 0.3 0.4 -0.9
C -0.430 2.561 -3.717 -0.9 -0.8 0.6
C -0.859 1.996 -4.953 0.5 1.5 -1.0
C -1.050 2.927 -6.002 0.3 -0.4 1.0
N -0.890 4.235 -5.801 -0.2 0.4 -0.5
C -0.648 4.768 -4.614 0.2 -0.2 1.0
C -0.200 1.766 -2.554 1.0 1.4 0.9
C 0.060 1.980 -1.188 -3.6 -1.1 -0.4
C -0.943 1.599 -0.064 1.7 0.4 -0.1
C -0.383 0.885 1.052 -0.4 -0.5 -1.1
C -1.210 0.004 1.806 -0.5 0.3 0.6
C -2.618 0.133 1.735 1.5 -0.5 -1.0
C -3.117 1.189 0.912 -1.0 -0.2 -0.4
C -2.361 1.764 -0.123 -0.4 0.8 0.7
W -0.383 0.055 -1.578 -4.6 0.8 -1.2
P 1.592 -0.659 -0.959 6.7 -2.5 2.0
H -0.996 0.946 -5.190 0.3 0.1 0.3
H -0.231 4.322 -2.481 0.0 0.0 -0.5
H -1.284 2.647 -7.030 0.0 -0.2 0.4
H -0.567 5.862 -4.521 -0.2 -0.6 -0.3
H -2.808 2.488 -0.861 0.4 -0.9 0.9
H 0.666 1.141 1.224 -0.2 -0.9 0.3
H -4.165 1.493 1.058 0.4 -0.4 -0.5
H -0.806 -0.774 2.484 0.0 0.8 -0.5
C 1.490 -2.032 0.262 -0.5 -0.3 0.5
C 2.434 -3.239 0.102 0.1 -0.5 0.1
H 0.432 -2.326 0.322 0.3 -0.2 0.3
H 1.728 -1.559 1.227 -0.2 0.0 -0.3
H 2.233 -3.879 0.969 0.1 0.0 -0.2
H 2.303 -3.863 -0.791 -0.3 0.3 0.1
H 3.508 -3.014 0.139 -0.5 0.3 0.0
C 2.591 -1.333 -2.351 -0.6 -0.3 -0.3
C 2.985 -0.191 -3.263 0.4 0.2 -0.3
H 2.085 -2.154 -2.893 0.0 0.5 0.3
H 3.462 -1.804 -1.900 -0.1 0.0 0.1
H 3.176 -0.577 -4.263 0.1 0.2 0.0
H 2.213 0.579 -3.330 0.0 0.0 -0.2
H 3.898 0.295 -2.902 -0.2 0.0 -0.1
C 2.850 0.331 -0.030 -0.1 1.1 -0.1
C 4.224 -0.345 0.106 0.0 -0.1 0.1
H 2.505 0.484 1.002 -0.3 -0.1 -0.3
H 2.854 1.339 -0.481 0.4 -0.4 0.0
H 4.947 0.401 0.454 -0.2 -0.1 -0.1
H 4.159 -1.130 0.873 0.2 0.3 -0.2
H 4.620 -0.793 -0.810 0.0 0.3 0.2
Br -3.686 -1.338 2.383 0.4 1.5 0.1
P -1.770 -2.105 -2.129 0.9 0.0 3.3
C -0.413 -3.380 -2.144 0.3 -0.4 -1.1
C -0.750 -4.875 -2.352 0.0 0.2 0.0
H 0.042 -3.216 -1.149 -0.5 -0.2 -0.7
H 0.342 -3.041 -2.880 -0.4 -0.3 0.2
H 0.206 -5.429 -2.353 -0.4 0.2 0.0
H -1.371 -5.267 -1.530 0.2 0.2 -0.4
H -1.241 -5.057 -3.317 0.1 0.0 0.3
C -2.883 -2.506 -0.731 -0.2 0.4 0.1
C -4.073 -3.448 -0.950 0.1 0.0 -0.1
H -3.207 -1.512 -0.371 -0.1 -0.5 -0.1
H -2.179 -2.873 0.042 -0.3 0.0 -0.4
H -4.514 -3.705 0.028 0.1 0.1 -0.5
H -4.839 -2.942 -1.556 0.2 -0.3 0.2
H -3.758 -4.381 -1.450 -0.3 0.4 0.2
C -2.295 -0.765 -3.229 0.2 -0.4 -0.8
C -3.360 -1.044 -4.294 -0.6 0.1 -0.3
H -1.307 -0.399 -3.670 -0.8 0.0 -0.1
H -2.699 0.035 -2.566 0.2 -0.2 0.1
H -3.764 -0.082 -4.649 0.1 -0.4 0.0
H -2.922 -1.570 -5.152 -0.3 0.0 0.3
H -4.208 -1.641 -3.853 0.9 0.6 -0.5
C 1.376 -0.746 4.907 0.5 -0.7 0.2
N 1.070 0.612 5.278 -0.3 0.1 -0.7
C 0.131 0.828 6.350 -0.4 0.1 0.7
C 0.315 2.216 6.919 0.2 0.0 0.5
C 0.207 3.234 5.807 0.0 0.2 0.9
N 1.121 2.887 4.740 -0.5 0.0 -0.6
C 1.468 3.908 3.786 0.4 1.0 -0.2
C 1.427 1.592 4.385 1.2 -0.9 -1.4
O 2.015 1.328 3.321 -0.9 0.4 1.1
H 2.384 -0.804 4.483 -0.2 0.1 0.1
H 0.678 -1.147 4.157 0.0 0.3 0.1
H 1.317 -1.373 5.802 0.0 0.1 -0.2
H -0.898 0.723 5.974 0.1 -0.1 -0.2
H 0.266 0.025 7.083 0.1 0.3 0.0
H 1.295 2.286 7.405 -0.2 0.0 0.0
H -0.454 2.414 7.669 0.1 0.0 0.0
H 0.483 4.237 6.147 -0.1 -0.1 0.0
H -0.845 3.285 5.467 0.3 0.0 -0.4
H 1.299 4.884 4.248 0.0 -0.2 -0.1
H 2.519 3.853 3.472 -0.2 -0.3 0.2
H 0.856 3.835 2.876 0.0 -0.2 0.2
```
Forces are in eV/Å.

Output
⟨S²⟩: 2.0509
LUMO (alpha / beta): -13.08 / -13.76 eV
2S+1: 3
E_HOMO (alpha / beta): -18.99 / -18.98 eV
Net charge: +4
Orbital gap (alpha / beta): 5.90 / 5.22 eV